1.
6
Properties=species:S:1:pos:R:3:forces:R:3 method="wB97M-V/def2-TZVPD" gap_ev="7.41 / 7.41" e_above_lowest_kj_mol=40.1 energy_ev=-26259.472 smiles="O=C=S.N=S" lumo_energy_ha="-0.058 / -0.058"
O 2.5458 -1.6070 -1.1532 -1.07 -1.52 -1.42
C 2.8204 -0.7160 -0.5122 1.27 0.97 1.21
S 3.4355 0.3756 0.4156 0.01 0.50 0.24
N 0.2359 0.5526 -0.2716 2.68 2.24 -2.00
S 0.2740 2.1241 -0.3622 -0.19 -1.26 0.11
H -0.4999 0.2380 0.2533 -2.70 -0.93 1.86

2.
18
Properties=species:S:1:pos:R:3:forces:R:3 method="wB97M-V/def2-TZVPD" gap_ev=9.27 e_above_lowest_kj_mol=130.6 energy_ev=-25825.124 lumo_energy_ha=-0.017
C -0.3887 0.5463 -1.9871 1.31 -0.50 -0.41
C 0.6249 0.3624 -0.9749 0.30 1.10 -1.58
C -0.1213 0.1206 0.1409 3.10 -0.67 3.76
C 2.0875 0.5589 -1.1602 -0.72 1.16 0.90
C -2.4371 -0.4866 0.6643 -1.74 0.11 -0.13
N -1.5573 0.2497 -1.4925 -1.51 0.58 -0.23
N -1.3788 0.0632 -0.1823 -1.50 -1.34 1.61
N 2.7259 0.3398 0.0898 0.74 0.26 -2.79
N 0.5518 -0.1880 1.9818 -1.96 1.03 -3.81
O 2.5460 1.0167 -2.2136 -0.08 -1.40 2.18
Cl 0.0846 -1.7944 2.3818 0.09 -0.25 0.17
H -0.3026 0.8212 -3.0677 0.16 -0.41 1.33
H -2.1403 -0.8266 1.7055 0.00 1.17 -1.40
H -3.2637 0.3020 0.6302 0.91 -1.36 0.49
H -2.8058 -1.4335 0.2073 0.12 0.81 0.04
H 2.2114 -0.1002 0.8388 0.00 -0.04 -0.17
H 3.6694 0.0333 -0.0758 0.38 0.13 0.53
H -0.1059 0.4152 2.5137 0.40 -0.36 -0.48

3.
89
Properties=species:S:1:pos:R:3:forces:R:3 method="wB97M-V/def2-TZVPD" total_charge=+3 gap_ev="3.25 / 3.25" energy_ev=-107369.908 lumo_energy_ha="-0.460 / -0.460"
Tc -0.0635 0.0079 -1.6658 -0.21 -3.38 2.51
C 4.6142 -1.4137 -0.8682 -0.11 -0.09 -0.03
C 3.6995 -0.1884 -0.9795 0.08 0.05 0.01
C 4.4906 1.1050 -0.7337 -0.10 0.01 0.00
C 3.0489 -0.1211 -2.3236 1.24 0.24 0.05
C 3.6104 0.0963 -3.5780 -0.05 -0.17 0.47
C 2.5509 0.1626 -4.4748 -0.14 -0.02 0.30
N 1.4040 -0.0139 -3.8114 0.01 0.18 -1.05
N 1.7091 -0.2002 -2.4844 -1.36 0.50 0.92
B -0.0572 -0.0164 -4.3698 -0.03 -0.14 -0.10
N -0.8625 1.2137 -3.8226 0.20 0.01 -0.82
C -1.3519 2.2631 -4.4853 -0.01 0.01 0.30
C -1.9730 3.1302 -3.5873 -0.06 -0.18 0.34
C -1.8307 2.5583 -2.3306 -0.31 0.85 -0.01
N -1.1613 1.3870 -2.4901 0.46 -0.26 0.97
C -2.2208 3.0495 -0.9742 -0.01 0.11 0.01
C -1.5875 4.4248 -0.7218 0.08 -0.07 0.00
C -3.7451 3.1089 -0.8230 0.02 -0.12 -0.04
N -0.7413 -1.3102 -3.8682 -0.05 0.05 -1.01
C -1.2918 -2.2888 -4.5904 0.12 0.22 0.26
C -1.7827 -3.2515 -3.7225 0.02 -0.03 0.59
C -1.5043 -2.8057 -2.4348 -0.71 -1.27 -0.11
N -0.8670 -1.6156 -2.5389 0.88 2.00 0.89
C -1.8449 -3.4995 -1.1531 0.10 0.15 0.21
C -0.5742 -3.8438 -0.3679 -0.15 -0.03 -0.20
C -2.8107 -2.6468 -0.3234 -0.01 -0.16 -0.18
H 5.0564 -1.4485 0.1272 -0.04 0.01 -0.02
H 5.4266 -1.3541 -1.5921 0.01 -0.01 -0.02
H 4.0675 -2.3427 -1.0392 0.04 0.00 0.02
H 2.9018 -0.2648 -0.2309 0.00 -0.02 0.02
H 5.3092 1.1938 -1.4474 0.03 0.01 0.00
H 4.9185 1.0907 0.2682 -0.03 -0.01 -0.02
H 3.8573 1.9891 -0.8267 0.03 0.02 0.02
H 4.6555 0.1954 -3.8175 0.03 0.00 0.04
H 2.5673 0.3382 -5.5392 -0.10 -0.06 -0.05
H -0.0367 0.0178 -5.5520 0.02 0.04 -0.03
H -1.2332 2.3609 -5.5535 0.00 -0.12 -0.04
H -2.4636 4.0556 -3.8371 -0.01 0.03 0.05
H -1.8201 2.3363 -0.2433 0.00 0.02 0.00
H -1.9740 5.1620 -1.4253 -0.01 0.02 0.01
H -0.5008 4.3920 -0.8194 -0.01 0.03 0.02
H -1.8314 4.7592 0.2857 0.00 -0.01 -0.02
H -4.1766 3.8145 -1.5331 -0.02 0.00 0.00
H -3.9954 3.4455 0.1822 0.02 0.00 -0.01
H -4.2028 2.1315 -0.9829 -0.04 0.01 -0.01
H -1.3073 -2.2504 -5.6680 0.04 0.06 -0.04
H -2.2832 -4.1694 -3.9802 0.00 -0.01 0.00
H -2.3449 -4.4281 -1.4287 -0.01 0.01 -0.07
H -0.0097 -2.9308 -0.1683 0.06 -0.09 0.13
H 0.0559 -4.5364 -0.9265 0.08 0.05 0.02
H -0.8376 -4.3144 0.5794 0.05 0.09 -0.01
H -2.3518 -1.6819 -0.1065 -0.08 0.12 0.17
H -3.0428 -3.1447 0.6175 0.05 0.05 0.00
H -3.7467 -2.4822 -0.8573 -0.01 0.09 0.03
C -0.0652 -0.2708 0.1140 -0.07 1.26 -4.82
Ge -0.1007 -0.1316 2.0910 1.07 -0.53 3.07
C 0.9144 -1.6960 2.8769 -0.28 0.55 -1.01
C 0.8599 -1.9558 4.2547 -0.49 0.06 -0.87
C 1.3546 -3.1531 4.7271 0.72 -0.43 -0.45
C 2.0007 -4.0255 3.8411 -0.07 0.13 -0.07
C 2.1240 -3.7185 2.4777 0.40 -0.26 0.71
C 1.6249 -2.5293 1.9941 -0.84 0.23 0.82
C -1.9491 0.0477 2.7243 0.26 0.13 -0.79
C -2.2347 -0.0666 4.0821 0.26 -0.07 0.03
C -3.5255 0.1466 4.5414 -0.04 -0.04 -0.16
C -4.5356 0.4589 3.6411 0.00 -0.04 0.11
C -4.2501 0.5913 2.2900 -0.10 0.01 -0.18
C -2.9596 0.3885 1.8265 0.02 0.06 0.30
C 1.1069 1.3648 2.5551 -0.48 -0.02 -0.84
C 1.7239 2.1507 1.5838 -0.30 0.13 0.54
C 2.4113 3.2852 1.9815 0.31 0.12 0.03
C 2.5162 3.6068 3.3321 0.02 0.00 -0.07
C 1.9175 2.8070 4.2976 0.19 -0.09 -0.17
C 1.2284 1.6681 3.9115 -0.27 -0.07 -0.28
H 0.4106 -1.2706 4.9575 -0.17 0.04 -0.05
H 1.2548 -3.3922 5.7771 0.16 -0.05 0.00
H 2.4515 -4.9316 4.2282 -0.18 -0.05 -0.09
H 2.6205 -4.4001 1.7991 0.12 -0.06 0.13
H 1.7362 -2.2795 0.9474 -0.03 0.00 -0.09
H -1.4623 -0.3182 4.7960 -0.02 -0.02 0.01
H -3.7388 0.0561 5.5977 -0.02 0.00 -0.01
H -5.5481 0.5899 3.9982 0.00 0.07 -0.02
H -5.0376 0.8514 1.5945 -0.03 -0.01 0.01
H -2.7326 0.5139 0.7740 -0.12 -0.02 -0.10
H 1.6426 1.8947 0.5327 0.01 0.08 -0.14
H 2.8705 3.9238 1.2379 0.08 0.02 0.03
H 3.0842 4.4755 3.6375 -0.08 0.06 -0.05
H 1.9937 3.0532 5.3479 0.06 0.03 -0.01
H 0.7780 1.0390 4.6689 -0.06 0.03 0.01

4.
36
Properties=species:S:1:pos:R:3:forces:R:3 method="wB97M-V/def2-TZVPD" gap_ev=6.50 e_above_lowest_kj_mol=839.9 energy_ev=-24952.990 lumo_energy_ha=-0.008
H 0.8897 -1.8335 -0.1692 -0.30 -0.29 -0.33
H 0.3339 -0.4826 -0.5891 -0.19 -1.01 -0.49
H -2.0576 -1.2046 1.4638 0.12 -0.27 0.08
H -2.9637 -0.4619 2.4320 -0.07 -0.07 0.10
H -0.9763 1.5987 1.7664 0.08 -0.41 0.18
H -1.1395 0.7618 0.5082 -0.10 0.27 -0.14
H 1.9830 2.5401 -0.9560 0.04 -0.24 -0.03
H 2.0399 3.7563 -0.0462 0.05 0.01 -0.09
H 4.8463 -2.0889 -0.1610 -0.07 -0.07 0.03
H 3.7229 -1.0993 -0.4231 0.42 -0.19 -0.02
H -3.8240 -1.5048 -0.3318 -0.05 -0.49 0.19
H -5.1189 -0.7539 -0.5957 -0.03 -0.58 -0.22
H 1.7338 1.3882 -3.8154 0.00 -0.07 0.09
H 3.0440 1.8514 -3.1999 -0.03 0.04 0.14
H 4.2356 -2.6858 3.0868 -0.08 0.08 0.01
H 2.8753 -2.4991 2.4352 0.12 0.05 -0.01
H -3.5938 0.4344 -0.5789 -0.29 0.22 -0.43
H -4.9992 0.9568 -0.3297 0.26 0.47 -0.05
H -1.7147 4.1847 2.4226 0.10 0.14 -0.02
H -0.8093 3.2375 1.6524 0.16 0.49 -0.38
H 2.4023 -0.3364 -1.2175 -0.32 0.74 0.08
H 2.5074 -0.2674 0.2972 0.23 0.88 0.58
H -1.4509 -3.7284 -1.7632 0.08 0.16 0.13
H -2.8168 -3.0667 -1.8442 -0.04 0.04 0.03
O 0.8734 -1.2149 -0.9081 -11.90 -11.26 -4.24
O -2.7840 -1.3419 2.0822 -0.06 0.28 -0.30
O -0.5613 1.4165 0.9157 -0.10 -0.22 0.09
O 2.3446 3.4318 -0.9011 -0.06 0.09 0.10
O 3.8853 -2.0156 -0.1723 0.22 -0.12 0.00
O -4.3625 -1.1462 -1.0463 0.00 -1.07 -0.02
O 2.3407 1.2016 -3.0902 0.04 0.01 -0.19
O 3.4275 -2.1645 3.1508 -0.01 -0.11 -0.02
O -4.1172 1.2436 -0.5920 0.17 1.28 0.66
O -0.7865 4.0045 2.2356 -0.22 -0.18 0.20
O 1.9219 -0.0434 -0.4350 11.99 11.46 4.39
O -2.0755 -3.2087 -1.2448 -0.17 -0.07 -0.08